Entry from the OMol25 dataset: a cluster of 2 separate species, C22H37ClNO5S in total at a distorted geometry (wB97M-V/def2-TZVPD).

Calculated values
net charge	+1
2S+1	1
HOMO energy	-11.49	eV

XYZ file:
```
67
C22H37ClNO5S, DFT wB97M-V/def2-TZVPD
C -5.861 2.037 0.577
O -5.217 1.004 -0.154
C -5.241 1.208 -1.564
C -4.033 0.466 -2.181
C -3.103 1.410 -2.993
C -2.406 2.364 -2.009
C -1.306 3.239 -2.646
C -0.052 3.439 -1.759
C -0.351 3.711 -0.275
C 0.875 3.470 0.648
C 1.091 1.952 0.703
C 2.193 1.471 1.675
C 1.736 0.355 2.654
N 0.795 -0.604 2.044
C 1.157 -1.153 0.888
C 0.381 -2.025 0.189
C 0.908 -2.529 -1.143
C 0.778 -1.334 -2.109
O -0.172 -0.599 -2.124
Cl 2.088 -1.036 -3.296
C -0.839 -2.400 0.724
C -1.205 -1.862 1.939
C -0.388 -0.960 2.575
S -0.928 -0.318 4.148
H -6.107 2.916 -0.027
H -5.198 2.336 1.400
H -6.781 1.661 1.047
H -5.225 2.270 -1.841
H -6.168 0.763 -1.958
H -3.444 0.100 -1.329
H -4.358 -0.396 -2.771
H -3.718 1.977 -3.702
H -2.390 0.750 -3.500
H -3.181 3.044 -1.628
H -2.034 1.762 -1.172
H -1.692 4.196 -3.015
H -0.965 2.715 -3.551
H 0.620 2.594 -1.944
H 0.472 4.329 -2.136
H -1.155 3.091 0.139
H -0.705 4.747 -0.205
H 0.576 3.821 1.644
H 1.744 4.021 0.274
H 1.409 1.644 -0.303
H 0.136 1.434 0.863
H 2.530 2.308 2.298
H 3.092 1.109 1.163
H 2.629 -0.215 2.933
H 1.368 0.806 3.571
H 2.117 -0.868 0.465
H 1.942 -2.870 -1.069
H 0.236 -3.302 -1.525
H -1.466 -3.110 0.193
H -2.134 -2.129 2.428
H -1.794 0.681 3.858
C 6.185 -5.790 -0.318
O 6.117 -4.709 0.620
C 4.900 -4.453 1.075
O 3.886 -5.029 0.774
O 4.983 -3.428 1.934
C 3.735 -3.059 2.502
H 7.226 -5.893 -0.609
H 5.853 -6.718 0.142
H 5.591 -5.568 -1.203
H 3.311 -3.880 3.078
H 3.040 -2.742 1.723
H 3.916 -2.223 3.174
```

Entry from the OMol25 dataset: a structure of composition C35H36MoN5O2P2SSe2 (wB97M-V/def2-TZVPD).

Calculated values
energy above the lowest of the compared OMol25 structures with the same formula, charge and spin	4.2	kcal per mole
net charge	+3
2S+1	3
HOMO energy (spin up / spin down)	-14.94 / -14.94	eV

XYZ file:
```
84
C35H36MoN5O2P2SSe2, DFT wB97M-V/def2-TZVPD
Mo 1.602 -1.660 -1.560
Se -1.480 3.370 0.747
P -1.742 1.693 1.969
C -0.951 1.804 3.586
C -1.154 2.985 4.302
C -0.597 3.137 5.561
C 0.175 2.119 6.105
C 0.383 0.945 5.393
C -0.181 0.781 4.136
C -3.405 1.072 2.199
C -3.845 0.655 3.453
C -5.146 0.199 3.601
C -5.998 0.160 2.507
C -5.559 0.581 1.257
C -4.266 1.044 1.100
C -0.851 0.361 1.098
C 0.002 0.507 0.022
N 0.375 -0.772 -0.295
N -0.222 -1.633 0.543
N -0.955 -0.970 1.368
P 0.769 1.829 -0.915
Se 2.020 0.533 -2.394
C 2.015 2.739 -0.021
C 3.074 3.293 -0.748
C 4.018 4.067 -0.099
C 3.921 4.274 1.273
C 2.883 3.704 1.998
C 1.923 2.940 1.357
C -0.220 2.728 -2.086
C -1.256 2.079 -2.755
C -2.032 2.791 -3.649
C -1.766 4.136 -3.883
C -0.721 4.773 -3.228
C 0.061 4.073 -2.323
H -1.741 3.788 3.872
H -0.765 4.049 6.117
H 0.609 2.238 7.089
H 0.973 0.148 5.826
H -0.043 -0.155 3.610
H -3.185 0.687 4.309
H -5.496 -0.116 4.575
H -7.015 -0.186 2.630
H -6.236 0.568 0.414
H -3.932 1.420 0.139
H 3.161 3.147 -1.819
H 4.828 4.511 -0.661
H 4.660 4.884 1.776
H 2.808 3.865 3.064
H 1.108 2.526 1.929
H -1.475 1.035 -2.553
H -2.853 2.308 -4.161
H -2.381 4.691 -4.578
H -0.522 5.819 -3.413
H 0.853 4.578 -1.786
O 3.049 -2.515 -0.617
S 3.522 -3.678 0.366
C 3.372 -2.910 2.013
C 4.797 -2.708 2.532
C 5.671 -2.421 1.318
C 5.317 -3.504 0.308
H 2.736 -3.555 2.618
H 2.850 -1.970 1.823
H 5.138 -3.611 3.040
H 4.810 -1.899 3.261
H 6.733 -2.464 1.554
H 5.462 -1.433 0.901
H 5.681 -4.492 0.609
H 5.596 -3.337 -0.732
N 0.325 -2.572 -2.780
C -0.496 -3.023 -3.494
N -1.367 -3.502 -4.272
C -2.725 -3.906 -3.777
C -2.950 -5.357 -4.177
O -2.784 -5.507 -5.567
C -1.459 -5.253 -5.969
C -1.103 -3.796 -5.717
H -3.436 -3.249 -4.278
H -2.761 -3.750 -2.701
H -3.972 -5.643 -3.935
H -2.265 -6.016 -3.629
H -1.396 -5.458 -7.036
H -0.759 -5.915 -5.445
H -1.753 -3.129 -6.283
H -0.060 -3.571 -5.931
```

Entry from the OMol25 dataset: a cluster of 2 separate species, CH3NO4S in total at a distorted geometry (wB97M-V/def2-TZVPD).

Calculated values
energy above the lowest of the compared OMol25 structures with the same formula, charge and spin	39.0	kcal per mole
2S+1	1
HOMO energy	-10.67	eV

XYZ file:
```
10
CH3NO4S, DFT wB97M-V/def2-TZVPD
C 0.093 0.031 0.234
N 1.335 1.956 -0.471
O 2.298 2.634 -0.236
O 2.492 -1.717 0.838
O 3.234 -0.273 -1.088
O 1.171 0.997 0.397
S 3.040 -0.475 0.341
H -0.902 0.455 0.259
H 0.108 -0.705 1.016
H 0.114 -0.540 -0.691
```

Entry from the OMol25 dataset: an isolated molecule of C6H6N2O at a distorted geometry (wB97M-V/def2-TZVPD).

Calculated values
energy above the lowest of the compared OMol25 structures with the same formula, charge and spin	52.3	kcal per mole
2S+1	1
SMILES	N#C[C@]1(O)C=CC=CN1
HOMO energy	-8.46	eV

XYZ file:
```
15
C6H6N2O, DFT wB97M-V/def2-TZVPD
C 2.255 0.003 0.457
C -1.277 1.063 0.241
C -1.872 -0.153 0.335
C 0.055 1.218 0.128
C -1.071 -1.238 0.271
C 0.930 0.034 -0.031
N 3.242 -0.214 0.987
N 0.313 -1.191 0.276
O 1.152 0.059 -1.784
H -1.801 1.908 0.371
H -2.978 -0.313 0.446
H 0.467 2.132 0.050
H -1.362 -2.254 0.372
H 0.845 -2.061 0.000
H 1.103 1.006 -2.121
```

Entry from the OMol25 dataset: an isolated molecule of C2H2NO2P at a distorted geometry (wB97M-V/def2-TZVPD).

Calculated values
energy above the lowest of the compared OMol25 structures with the same formula, charge and spin	9.1	kcal per mole
2S+1	1
SMILES	O=c1cn[pH]o1
HOMO energy	-10.31	eV

XYZ file:
```
8
C2H2NO2P, DFT wB97M-V/def2-TZVPD
C -0.095 -0.879 0.454
C 1.011 -0.040 0.093
N -1.205 -0.263 0.608
O 2.115 -0.436 -0.083
O 0.584 1.175 -0.327
P -1.060 1.356 0.032
H 0.081 -1.908 0.559
H -1.431 0.994 -1.336
```